1.
88
Properties=species:S:1:pos:R:3:forces:R:3 method="wB97M-V/def2-TZVPD" energy_ha=-2700.14084 homo_lumo_gap_ev=8.38 charge=+1 homo_energy_ev=-12.3 fmax_ev_per_a=2.03
H -6.094 -0.105 -2.912 -0.11 -0.01 0.03
C 2.719 -2.790 -0.295 0.58 -0.21 -0.12
C 0.762 -0.602 4.017 0.27 -0.04 -0.01
H -0.742 -0.780 7.938 0.03 -0.10 0.11
H 5.062 -1.217 -3.141 -0.09 -0.09 -0.06
H 2.681 -3.180 -3.319 -0.56 -0.15 0.81
H 4.044 -1.842 -2.177 -0.01 0.28 -0.07
H -0.764 0.931 -2.729 -0.14 -0.34 0.41
C 2.537 1.721 -2.899 0.65 0.32 0.06
P 1.722 -2.162 -3.500 1.01 0.73 -1.60
H -7.676 -0.203 1.532 -0.01 -0.11 -0.13
H 1.122 1.835 -4.488 -0.07 -0.21 -0.05
I 1.564 -4.247 0.818 -0.02 0.14 -0.41
C 1.106 1.739 -3.405 -0.37 -0.18 0.78
H -0.192 7.762 -5.076 -0.01 0.07 -0.04
O 3.295 2.632 -3.696 -0.30 0.15 0.04
H -0.848 -3.854 2.724 -0.03 -0.04 0.00
H -1.740 1.973 1.055 -0.04 0.13 -0.10
N 1.921 -1.584 -0.621 0.49 -0.02 1.06
H 4.418 -1.506 0.165 -0.07 0.08 0.18
H -4.807 1.293 -0.744 -0.08 0.05 0.02
C 1.495 -0.570 0.241 0.64 -0.49 1.01
H -6.004 -0.746 -4.282 -0.24 -0.03 -0.07
H -2.703 1.475 -1.146 0.11 -0.08 -0.24
O 4.973 -1.835 -2.405 0.28 0.06 -0.21
N 0.812 -0.145 -1.801 -0.57 -0.38 -0.21
H -1.845 -0.091 -1.193 0.03 0.05 -0.18
H 0.899 2.576 5.373 0.03 -0.04 -0.05
H 4.867 -3.070 -0.416 -0.17 -0.02 -0.30
H 5.488 -2.860 1.885 -0.03 0.10 0.19
H 1.599 0.020 4.332 0.10 -0.01 -0.04
C 1.664 -0.290 1.706 0.03 -0.73 0.00
H 4.486 -4.230 1.559 -0.29 -0.08 0.26
O 0.672 8.032 -4.752 0.05 -0.07 0.00
H 0.503 4.922 -4.666 0.00 0.06 -0.04
H 1.186 7.213 -4.712 -0.05 0.08 0.04
H -6.399 0.702 2.330 0.07 0.33 -0.10
H -1.152 0.339 1.194 0.00 0.03 0.09
H 0.148 -1.707 2.281 0.08 -0.21 -0.13
C 1.072 -1.303 2.693 0.41 0.63 0.72
O -1.026 -3.587 3.631 0.03 0.00 -0.06
C 0.788 0.290 -0.501 -0.60 1.61 -1.06
H 3.013 0.741 -2.959 -0.18 -0.11 -0.20
C -6.901 0.541 1.377 0.11 -0.31 0.09
C 1.496 -1.281 -1.855 -0.05 -1.29 -0.77
O -6.211 -0.958 -0.310 0.76 0.88 0.30
H -7.398 1.450 1.038 0.25 0.23 0.06
H -0.059 2.181 -0.972 0.12 0.24 0.09
H -3.329 -0.436 1.096 0.13 0.10 0.03
O 1.364 5.220 -4.355 -0.05 -0.33 0.10
H 2.832 -3.302 -1.242 -0.16 -0.06 -0.07
O 0.196 -0.744 7.726 -0.04 0.16 -0.18
C -3.536 -0.079 0.086 -0.25 -0.18 -0.77
O 0.502 1.802 5.789 -0.22 0.32 0.18
H 0.122 -0.127 -3.802 -0.02 -0.43 0.27
H 0.640 2.633 -2.987 0.04 0.19 -0.28
H -1.367 -4.382 4.055 -0.02 0.04 0.05
H 0.634 -1.335 4.809 -0.30 -0.04 -0.01
H 1.657 -1.128 -5.365 0.25 0.27 -0.14
H 0.244 -0.144 6.972 0.06 -0.04 -0.05
H 2.508 0.011 7.486 0.04 0.03 0.10
H -0.158 2.174 6.388 0.03 0.02 0.02
H -6.945 -2.186 -2.365 -0.11 -0.11 0.16
O -6.837 -2.868 -3.037 0.14 0.15 -0.10
C 0.216 0.531 -2.950 0.78 1.42 -1.01
H 1.104 0.621 1.868 0.06 0.12 -0.05
H -0.106 0.053 3.957 -0.12 -0.11 -0.04
H 3.784 3.217 -3.111 0.15 -0.01 -0.07
N 2.291 -1.171 -4.573 -0.43 -0.13 0.39
C -1.329 1.147 0.477 0.31 -0.12 0.06
C 4.181 -2.562 0.254 -0.84 -0.40 0.33
I 3.670 0.335 2.244 -0.26 0.11 -0.08
H 1.902 4.417 -4.323 0.15 0.08 -0.08
H 0.520 -2.744 -3.951 -0.09 -0.29 0.92
H -5.888 -2.900 -3.187 0.01 -0.18 0.08
H 3.808 -2.788 2.422 -0.07 -0.14 0.07
H -3.746 -0.960 -0.529 -0.07 -0.07 0.12
C -5.933 0.040 0.337 -1.16 -0.85 -0.48
H 2.600 2.046 -1.855 -0.21 -0.11 0.06
C 0.065 1.537 -0.106 -1.00 -0.55 0.29
O -6.178 0.096 -3.850 0.33 0.12 0.11
N -4.720 0.791 0.135 0.08 -0.05 0.37
H 0.596 2.060 0.684 0.29 0.19 -0.26
H 2.226 1.334 6.791 -0.01 -0.13 0.06
C -2.336 0.637 -0.549 0.01 0.02 0.71
O 2.950 0.768 7.085 0.04 -0.04 -0.10
H 1.782 -2.091 2.925 -0.13 -0.28 -0.33
C 4.465 -3.147 1.638 0.63 0.41 -0.49



2.
47
Properties=species:S:1:pos:R:3:forces:R:3 method="wB97M-V/def2-TZVPD" energy_ha=-1990.41256 homo_lumo_gap_ev="7.32 / 5.46" de_lowest_kcal_mol=0.00 charge=+3 homo_energy_ev="-17.8 / -17.9" multiplicity=5 fmax_ev_per_a=0.40
H 4.334 1.608 3.140 -0.01 0.02 0.01
C 4.207 1.158 2.155 0.02 -0.02 -0.03
O 0.134 0.558 -1.415 0.19 -0.24 0.01
H -0.627 0.380 -4.080 0.00 -0.01 0.03
H -4.766 -0.746 0.488 0.02 0.00 0.01
S -1.702 -1.042 0.574 -0.14 0.03 0.02
H -5.125 3.881 0.420 0.00 0.00 0.00
H -1.436 -1.532 -3.091 0.00 -0.01 0.00
H 0.638 1.661 -3.978 0.01 0.00 0.02
H -3.605 4.096 -0.459 0.00 0.00 0.00
H 4.830 0.251 2.142 0.00 0.00 0.00
H -0.030 -5.562 -2.825 0.00 0.00 0.00
C 1.931 0.217 2.950 0.01 0.06 -0.07
C 0.164 -4.501 -2.741 0.02 -0.01 0.00
H -1.313 2.694 1.382 0.02 0.00 -0.01
Ru 0.214 0.213 0.494 0.01 -0.10 -0.10
O 2.870 1.374 -0.241 0.10 0.04 0.07
N -4.207 0.100 0.488 0.07 -0.02 0.05
N -2.658 1.534 0.512 -0.17 -0.01 0.01
H 2.105 0.851 4.981 -0.02 0.00 0.01
C -4.060 3.661 0.433 -0.01 0.02 0.00
H 1.961 -0.911 4.777 0.01 -0.01 0.01
S 1.108 -0.117 -2.507 -0.08 0.01 -0.13
H 2.239 -4.770 -2.262 0.00 0.00 0.00
N 2.208 0.931 0.707 -0.39 0.04 0.09
C 0.649 -1.802 -2.573 0.08 -0.02 -0.01
C -2.893 0.205 0.537 0.07 0.02 -0.04
N -4.831 1.304 0.445 -0.06 0.07 -0.03
H 4.576 1.823 1.378 -0.02 -0.02 0.01
H 3.466 -0.101 4.396 0.01 0.01 0.00
C 1.693 -2.698 -2.332 -0.01 0.02 0.00
H 0.112 -0.526 4.285 0.01 0.00 -0.02
H -1.181 2.616 -0.265 -0.05 -0.01 0.00
C 1.440 -4.060 -2.422 -0.03 0.01 -0.01
N 0.725 -0.040 2.534 0.00 0.02 -0.04
C 0.436 0.592 -3.997 0.05 -0.02 0.01
C 2.808 0.782 1.921 0.13 0.02 0.01
H 0.987 0.127 -4.817 0.00 0.01 0.00
C 2.385 0.001 4.351 -0.02 0.00 -0.02
C -0.873 -3.596 -2.972 0.00 0.02 0.01
H 2.690 -2.335 -2.115 0.00 -0.01 0.00
H -1.858 -3.961 -3.231 0.00 0.01 0.00
H -3.624 4.126 1.319 0.00 0.00 -0.01
O -0.231 -0.470 3.372 0.06 -0.02 0.02
N -1.367 2.071 0.577 0.05 0.05 0.10
C -0.638 -2.238 -2.895 -0.04 0.05 -0.01
C -3.889 2.193 0.460 0.06 -0.02 0.02



3.
89
Properties=species:S:1:pos:R:3:forces:R:3 method="wB97M-V/def2-TZVPD" energy_ha=-3032.55932 homo_lumo_gap_ev="7.11 / 5.58" de_lowest_kcal_mol=26.35 charge=+1 homo_energy_ev="-9.5 / -8.8" multiplicity=4 fmax_ev_per_a=2.40
C -1.082 -2.522 1.983 0.03 -0.01 0.89
H 0.423 -0.303 5.540 -0.35 -0.06 -0.15
C 0.992 -4.086 1.674 0.21 -0.23 -0.14
C 0.230 0.164 -1.546 0.94 0.40 -0.58
H -1.919 2.850 -1.116 -0.22 -0.83 -0.26
C -0.921 3.083 -4.989 0.19 0.52 -0.85
C 2.895 -1.063 -4.087 0.53 0.02 0.06
C 1.778 -2.654 4.439 0.54 0.20 0.15
H 1.914 2.190 5.006 -0.19 0.11 -0.01
C 4.025 2.335 2.157 -0.95 -0.78 -0.24
H 1.543 1.428 -4.685 -0.30 -0.25 -0.14
C -1.493 -1.534 2.947 0.27 -1.28 0.61
H -2.923 -1.686 -3.413 0.27 0.28 0.42
H 1.263 0.477 -1.335 -0.16 -0.10 0.01
C -2.234 -0.997 -2.877 -1.63 0.24 -1.11
H -3.037 0.723 -5.654 0.39 -0.03 -0.01
C 1.857 0.574 1.926 -1.75 -1.14 0.11
H -2.665 0.173 3.477 -0.06 -0.09 -0.26
H -0.435 1.543 3.071 0.42 0.02 -0.16
C -1.842 1.784 -1.415 0.13 -0.05 0.14
H 1.011 -1.765 -2.150 -0.16 -0.03 0.15
C 0.959 2.697 5.182 -0.25 0.04 0.32
C -2.885 0.950 -1.281 -0.17 0.75 0.21
C -0.561 1.371 -2.070 0.51 0.04 1.12
H 0.135 2.229 -2.177 -0.43 -0.33 0.14
C 1.649 1.861 2.416 0.83 0.35 -0.22
H -1.351 -2.792 -0.123 -0.19 -0.08 -0.02
C 3.121 0.159 1.527 0.83 0.68 -0.04
C 0.213 -3.025 2.375 -0.50 0.38 0.25
C -1.878 -2.995 0.819 -0.04 -0.15 -0.42
H -2.852 -2.507 0.790 0.07 0.01 -0.05
H 3.162 -2.095 -3.817 -0.04 0.33 -0.05
H -0.425 -2.528 -5.182 0.31 0.20 -0.07
H -1.595 3.574 4.529 -0.04 0.13 -0.01
H 1.279 -2.996 -5.388 -0.22 0.20 0.01
C -2.776 -0.775 2.937 -0.21 0.33 -0.11
P 1.120 -0.904 -4.206 -0.13 1.29 -1.03
H -2.075 -4.073 0.843 0.12 0.10 0.14
H 2.537 3.762 2.889 0.22 -0.38 -0.13
C -0.482 -1.468 3.960 -0.42 -0.41 -0.35
C -0.561 -0.682 5.226 0.00 0.26 0.26
C 0.581 -2.146 -5.411 -0.19 -0.56 0.10
H -0.944 -1.307 6.047 0.11 0.04 -0.22
P -0.872 1.307 -4.800 -1.69 -0.82 -0.50
H -0.451 4.863 4.990 -0.12 -0.12 -0.24
C 2.728 2.754 2.508 0.44 -0.26 -0.14
H -0.888 1.076 -3.139 0.54 0.67 2.24
C 4.219 1.028 1.652 -0.10 0.26 0.03
C 0.585 -2.354 3.599 -0.77 -0.12 -0.26
H -1.795 3.480 -4.454 0.24 -0.17 -0.14
H -3.080 -0.567 1.904 -0.03 0.15 0.21
H 2.574 -3.113 3.847 -0.10 -0.01 0.08
H -0.997 3.325 -6.056 0.06 0.36 0.24
H -2.656 -1.146 -0.750 -0.20 0.35 -0.23
H 5.220 0.702 1.357 -0.27 0.11 0.14
H 0.582 -1.722 -6.428 0.07 -0.08 0.48
H 3.281 -0.373 -3.322 -0.07 -0.20 -0.20
H 3.347 -0.809 -5.063 -0.19 -0.16 0.44
C 0.298 -1.041 -2.585 1.30 0.02 1.60
C -2.001 0.480 -5.932 0.36 0.54 -1.85
H 0.928 0.547 -6.134 0.57 -0.04 0.42
H -3.609 -1.305 3.418 0.28 -0.10 -0.07
C 0.808 0.687 -5.044 0.49 0.19 -0.95
H 2.207 -1.747 4.885 -0.16 -0.17 -0.09
H 1.528 -3.339 5.260 -0.01 0.10 -0.20
H -1.799 0.855 -6.947 -0.49 -0.41 -0.14
H -3.845 1.348 -0.936 0.46 0.06 0.22
C -0.703 4.141 4.202 0.06 -0.28 -0.05
Cr 0.340 -0.956 2.034 1.48 1.53 -0.29
C 0.291 2.364 2.839 -0.32 0.49 0.46
H -1.261 0.160 5.129 0.31 -0.14 0.04
H 2.071 -3.915 1.746 -0.14 -0.04 0.11
H 1.113 3.508 5.911 0.08 -0.30 -0.21
N 0.436 3.278 3.966 0.02 0.39 -0.26
C -2.966 -0.515 -1.598 -0.37 -0.25 -0.18
H 3.232 -0.858 1.127 0.30 0.36 0.17
H -0.946 4.680 3.278 -0.02 -0.05 0.23
H -0.971 -2.785 -2.775 -0.06 0.31 0.05
C -0.973 -1.692 -2.739 -0.56 -1.63 -0.10
H -0.134 -0.203 -0.571 -0.14 -0.28 -0.51
H 0.763 -4.109 0.603 -0.10 -0.08 0.14
H 4.853 3.017 2.274 0.13 0.00 -0.06
H -2.154 -0.123 -3.563 -0.06 -0.59 0.58
H -0.013 3.536 -4.570 -0.26 -0.10 -0.11
H -1.885 -0.612 -5.927 0.03 0.35 0.16
H -0.163 2.940 2.012 0.11 -0.15 0.23
H -4.033 -0.717 -1.785 0.34 -0.09 0.29
H 0.257 1.976 5.644 0.13 0.10 -0.06
H 0.782 -5.079 2.096 0.05 0.16 -0.16



4.
89
Properties=species:S:1:pos:R:3:forces:R:3 method="wB97M-V/def2-TZVPD" energy_ha=-13211.17076 homo_lumo_gap_ev="5.56 / 5.55" de_lowest_kcal_mol=5.54 charge=+2 homo_energy_ev="-12.9 / -12.9" fmax_ev_per_a=0.76
H 3.950 0.842 3.630 -0.01 0.01 -0.01
C 1.826 -2.422 -2.004 0.04 -0.03 -0.01
H 5.990 2.253 1.766 -0.02 0.00 -0.02
O -1.331 -0.427 -2.122 -0.11 0.21 -0.20
H -0.152 -5.586 -2.667 0.02 0.00 -0.06
H 0.764 6.009 -0.654 -0.03 0.00 0.00
C -1.492 2.907 3.078 -0.05 -0.08 -0.27
H 5.553 -1.588 -1.501 -0.01 0.02 0.01
Br -2.397 -0.749 -4.937 -0.16 -0.11 0.17
H 0.286 2.692 -3.936 0.02 -0.01 0.01
N 4.873 0.273 -0.811 -0.39 0.20 0.22
H -1.230 -3.446 0.021 0.04 -0.12 0.11
P 3.626 0.861 0.109 0.54 0.04 0.18
H 3.204 -3.044 -3.516 0.00 0.01 0.02
C -2.578 3.551 1.038 -0.02 0.01 0.04
C 0.095 0.999 4.450 0.27 -0.35 0.14
O 0.072 -0.300 2.476 0.04 -0.28 0.05
N 0.702 -2.638 -1.305 -0.20 -0.29 0.07
H 2.636 0.931 -4.345 0.02 0.00 0.00
C -0.326 2.138 5.106 -0.03 0.03 -0.03
Br 1.156 -0.271 5.322 -0.17 0.21 -0.08
C 0.970 5.009 -0.271 0.04 -0.01 0.02
H 4.726 3.037 2.721 -0.01 0.01 -0.02
C -4.335 -1.968 -0.832 0.15 0.09 0.23
H -1.515 -4.896 -0.827 0.00 -0.05 0.09
H 1.201 4.183 -3.613 -0.01 -0.02 -0.04
H 6.189 -1.133 0.084 -0.02 0.02 0.01
C 2.313 1.010 -3.308 0.01 -0.01 0.00
C -0.265 0.725 3.081 0.02 0.18 0.05
N 1.909 4.347 -1.169 -0.07 -0.21 -0.04
H -2.623 4.729 2.821 0.00 0.00 0.01
N -1.144 -3.961 -0.838 -0.23 0.20 -0.06
H 2.377 -1.527 -1.735 -0.04 0.02 -0.01
C -3.073 -1.351 -0.856 -0.37 -0.19 0.18
C -4.879 -2.266 0.429 0.03 0.01 -0.06
C 4.174 0.390 2.663 0.03 -0.02 0.05
H -2.301 2.144 -0.583 0.00 0.02 -0.01
H -4.565 -2.169 2.544 0.01 0.02 0.01
H -0.051 2.293 6.139 0.00 0.02 -0.01
H 4.763 3.264 0.967 0.04 0.04 0.03
C -2.271 3.822 2.350 0.03 -0.03 0.00
C -2.910 -1.357 1.430 -0.06 -0.06 0.07
C 4.935 2.548 1.768 0.05 -0.03 0.03
C 0.428 -4.685 -2.516 -0.13 -0.04 0.07
H -5.853 -2.732 0.496 0.00 -0.02 0.02
C 1.568 -4.432 -3.240 -0.02 0.08 0.08
H 3.728 5.314 -0.659 -0.02 -0.02 0.01
Sn 0.014 -0.270 -0.075 0.49 0.13 0.02
Br -1.647 4.602 5.397 0.10 -0.26 -0.16
C -1.103 3.079 4.448 -0.05 0.22 0.27
C 1.286 3.137 -3.901 0.01 0.04 -0.07
N 2.173 2.429 -2.967 -0.25 0.04 0.57
H 0.042 4.444 -0.236 -0.01 0.02 0.02
O 2.525 -0.125 0.179 0.01 -0.22 0.11
H 5.188 -0.024 2.709 -0.02 0.01 -0.01
C -2.444 -0.976 -2.120 0.13 0.06 -0.09
H -4.926 -2.106 -4.220 -0.01 -0.01 0.01
H 3.691 4.533 -2.255 0.02 0.05 0.00
C 5.917 1.145 -1.342 0.04 -0.02 -0.02
H 4.500 -1.663 -0.081 0.01 -0.01 -0.03
H 6.226 0.779 -2.323 -0.01 0.01 0.01
O 3.257 2.220 -0.643 -0.26 0.04 -0.36
C 2.295 -3.271 -2.978 0.04 -0.01 -0.06
C -4.978 -2.253 -2.082 -0.30 -0.18 -0.15
H 5.537 2.158 -1.459 0.05 -0.01 -0.03
H 1.905 -5.130 -3.995 -0.02 -0.03 0.01
C 3.106 5.101 -1.534 -0.01 0.03 0.01
C -2.099 2.374 0.457 -0.04 0.07 0.00
H -3.180 4.240 0.462 0.01 -0.03 -0.04
C -4.168 -1.953 1.562 0.02 -0.01 -0.02
C -3.184 -1.259 -3.322 0.27 0.07 -0.32
O 0.693 2.092 -0.747 -0.26 -0.13 0.04
H 6.798 1.162 -0.694 -0.02 0.02 0.01
H 1.367 5.101 0.745 0.03 0.02 -0.02
N -2.376 -1.070 0.256 -0.31 -0.24 -0.08
H 3.069 0.543 -2.680 0.06 -0.02 0.01
H 3.465 -0.416 2.484 0.00 0.01 0.04
H 2.816 6.049 -1.988 0.00 -0.01 -0.02
C -1.074 1.745 2.406 -0.14 0.27 0.05
H 1.365 0.464 -3.198 0.03 0.04 -0.05
N -1.375 1.494 1.124 -0.04 0.30 0.16
H 1.724 3.087 -4.897 0.01 0.00 0.01
P 1.884 2.733 -1.360 0.65 0.25 -0.29
C -4.411 -1.892 -3.294 0.04 0.01 0.08
C 0.014 -3.758 -1.547 0.45 0.05 -0.27
C 5.302 -1.102 -0.556 0.05 -0.05 -0.04
N 4.041 1.404 1.617 -0.19 -0.10 -0.34
Br -6.617 -3.160 -2.110 0.23 0.17 0.01
H -2.313 -1.106 2.300 -0.03 -0.06 0.00



Copy entry 2 word for word.
47
Properties=species:S:1:pos:R:3:forces:R:3 method="wB97M-V/def2-TZVPD" energy_ha=-1990.41256 homo_lumo_gap_ev="7.32 / 5.46" de_lowest_kcal_mol=0.00 charge=+3 homo_energy_ev="-17.8 / -17.9" multiplicity=5 fmax_ev_per_a=0.40
H 4.334 1.608 3.140 -0.01 0.02 0.01
C 4.207 1.158 2.155 0.02 -0.02 -0.03
O 0.134 0.558 -1.415 0.19 -0.24 0.01
H -0.627 0.380 -4.080 0.00 -0.01 0.03
H -4.766 -0.746 0.488 0.02 0.00 0.01
S -1.702 -1.042 0.574 -0.14 0.03 0.02
H -5.125 3.881 0.420 0.00 0.00 0.00
H -1.436 -1.532 -3.091 0.00 -0.01 0.00
H 0.638 1.661 -3.978 0.01 0.00 0.02
H -3.605 4.096 -0.459 0.00 0.00 0.00
H 4.830 0.251 2.142 0.00 0.00 0.00
H -0.030 -5.562 -2.825 0.00 0.00 0.00
C 1.931 0.217 2.950 0.01 0.06 -0.07
C 0.164 -4.501 -2.741 0.02 -0.01 0.00
H -1.313 2.694 1.382 0.02 0.00 -0.01
Ru 0.214 0.213 0.494 0.01 -0.10 -0.10
O 2.870 1.374 -0.241 0.10 0.04 0.07
N -4.207 0.100 0.488 0.07 -0.02 0.05
N -2.658 1.534 0.512 -0.17 -0.01 0.01
H 2.105 0.851 4.981 -0.02 0.00 0.01
C -4.060 3.661 0.433 -0.01 0.02 0.00
H 1.961 -0.911 4.777 0.01 -0.01 0.01
S 1.108 -0.117 -2.507 -0.08 0.01 -0.13
H 2.239 -4.770 -2.262 0.00 0.00 0.00
N 2.208 0.931 0.707 -0.39 0.04 0.09
C 0.649 -1.802 -2.573 0.08 -0.02 -0.01
C -2.893 0.205 0.537 0.07 0.02 -0.04
N -4.831 1.304 0.445 -0.06 0.07 -0.03
H 4.576 1.823 1.378 -0.02 -0.02 0.01
H 3.466 -0.101 4.396 0.01 0.01 0.00
C 1.693 -2.698 -2.332 -0.01 0.02 0.00
H 0.112 -0.526 4.285 0.01 0.00 -0.02
H -1.181 2.616 -0.265 -0.05 -0.01 0.00
C 1.440 -4.060 -2.422 -0.03 0.01 -0.01
N 0.725 -0.040 2.534 0.00 0.02 -0.04
C 0.436 0.592 -3.997 0.05 -0.02 0.01
C 2.808 0.782 1.921 0.13 0.02 0.01
H 0.987 0.127 -4.817 0.00 0.01 0.00
C 2.385 0.001 4.351 -0.02 0.00 -0.02
C -0.873 -3.596 -2.972 0.00 0.02 0.01
H 2.690 -2.335 -2.115 0.00 -0.01 0.00
H -1.858 -3.961 -3.231 0.00 0.01 0.00
H -3.624 4.126 1.319 0.00 0.00 -0.01
O -0.231 -0.470 3.372 0.06 -0.02 0.02
N -1.367 2.071 0.577 0.05 0.05 0.10
C -0.638 -2.238 -2.895 -0.04 0.05 -0.01
C -3.889 2.193 0.460 0.06 -0.02 0.02